No. 1
{"formula": "C5H8N4O", "method": "ωB97M-V/def2-TZVPD", "species": ["H", "N", "C", "O", "C", "N", "C", "N", "C", "C", "N", "H", "H", "H", "H", "H", "H", "H"], "positions_angstrom": [[-0.76228, -1.82593, 0.52762], [-0.15823, -1.07176, -0.22201], [-0.42913, -0.02738, 0.39766], [-1.33672, -0.64873, 1.59188], [-0.55225, 1.42749, 0.00576], [-0.95101, 1.58920, -1.38183], [0.74251, 2.14831, 0.28198], [1.59170, 1.88820, 1.25317], [2.63793, 2.76219, 1.07421], [2.41156, 3.54875, -0.02834], [1.17596, 3.17051, -0.48855], [-1.36525, 0.04573, 2.25948], [-1.32342, 1.88703, 0.64348], [-0.58862, 0.84541, -1.97127], [-1.95882, 1.62605, -1.49185], [3.53054, 2.72392, 1.69418], [3.02161, 4.28547, -0.54054], [0.67471, 3.53790, -1.28792]], "atomic_forces_ev_per_a": [[2.8, 1.9, -3.1], [-0.9, -1.6, 1.0], [-3.2, -3.7, 2.0], [1.2, 3.8, -0.9], [0.2, 0.2, 0.6], [-0.1, 0.2, -0.2], [0.5, 0.1, 0.3], [-0.3, -0.1, -0.3], [0.2, 0.0, -0.4], [0.2, 0.1, 0.4], [-0.1, 0.0, -0.6], [-0.3, -0.2, 0.7], [0.1, -0.3, -0.2], [0.0, 0.1, 0.2], [0.2, -0.2, 0.1], [-0.4, 0.1, -0.1], [-0.3, -0.1, 0.3], [0.2, -0.2, 0.2]], "nbo_charge": [0.418, -0.627, 0.534, -0.811, -0.172, -0.826, 0.326, -0.462, -0.091, -0.114, -0.511, 0.470, 0.234, 0.389, 0.376, 0.212, 0.221, 0.435], "homo_lumo_gap_ev": 9.5, "lumo_energy_ha": 0.024, "smiles": "[H]/N=C(\\O)[C@H](N)c1ncc[nH]1"}

***

No. 2
{"formula": "C5H8N4O2", "method": "ωB97M-V/def2-TZVPD", "species": ["C", "C", "C", "C", "C", "N", "N", "N", "N", "O", "O", "H", "H", "H", "H", "H", "H", "H", "H"], "positions_angstrom": [[1.32403, 1.67214, -0.25243], [1.69026, 0.34475, -0.14153], [-0.50392, 0.53993, -0.18501], [0.45776, -1.79451, 0.04523], [-2.33944, 0.09481, -0.37853], [-0.05201, 1.73279, -0.33262], [0.49416, -0.35264, -0.05765], [-3.14116, 0.83985, 0.44026], [2.96913, -0.20781, 0.11885], [3.90414, 0.59093, -0.05671], [3.06167, -1.34447, 0.50753], [1.82003, 2.49729, -0.44555], [-0.43912, -2.04965, -0.41298], [1.35092, -2.14773, -0.41518], [0.47719, -1.99641, 1.08520], [-2.52498, 0.00443, -1.47456], [-2.03046, -0.85393, 0.25080], [-3.01553, 0.65398, 1.46825], [-3.50267, 1.77623, 0.23664]], "atomic_forces_ev_per_a": [[-4.6, 0.0, -0.2], [1.4, -4.1, 1.3], [-4.2, 0.4, -1.7], [0.4, 1.4, 0.3], [5.0, -1.9, 2.2], [0.8, 2.0, 0.4], [3.6, -1.0, 0.1], [-1.1, 0.7, 1.9], [-3.4, 3.2, -1.3], [1.3, 1.3, -0.3], [0.6, -3.7, 1.3], [2.8, 3.5, -0.7], [-1.4, -1.2, -0.8], [0.2, -0.7, -0.3], [-0.1, -0.9, 0.9], [0.1, 0.1, 1.2], [-1.7, 1.1, -2.1], [-0.3, 0.5, -1.9], [0.7, -0.7, -0.2]], "mulliken_spin": [0.519, 0.423, 0.325, -0.007, 0.011, -0.083, 0.094, 0.002, 0.188, 0.290, 0.203, 0.029, 0.001, -0.002, 0.008, 0.005, -0.004, -0.003, 0.000], "homo_lumo_gap_ev": [6.3, 6.2], "spin_multiplicity": 3, "lumo_energy_ha": [0.012, -0.118]}

***

No. 3
{"formula": "C5H8N4O2S", "method": "ωB97M-V/def2-TZVPD", "species": ["C", "S", "C", "N", "C", "N", "C", "N", "C", "N", "O", "O", "H", "H", "H", "H", "H", "H", "H", "H"], "positions_angstrom": [[2.15150, -0.07240, -1.41492], [0.57846, -0.91144, -1.16271], [-0.31970, 0.44610, -0.60186], [0.25679, 1.56738, -0.38000], [-0.61070, 2.42003, 0.40134], [-1.65415, 2.11354, 1.07184], [-2.05423, 0.75325, 1.16340], [-1.21378, -0.24695, 1.77494], [-1.86315, 0.21709, -0.53302], [-2.33393, -1.20426, -0.81702], [-1.93556, -2.05096, -0.03099], [-3.19707, -1.17974, -1.67985], [2.46109, -0.63097, -2.35779], [2.82076, -0.12398, -0.56471], [1.94676, 1.05882, -1.40560], [-0.31369, 3.48186, 0.36031], [-3.05215, 1.02758, 1.64320], [-0.66255, 0.33867, 2.40690], [-1.66725, -0.97658, 2.45468], [-2.33424, 0.81842, -1.44268]], "atomic_forces_ev_per_a": [[-0.3, 0.6, -1.0], [0.1, 0.5, 0.2], [-0.9, -1.4, -0.9], [-1.8, 0.7, 1.9], [0.5, 0.6, -1.1], [2.7, 0.9, 0.3], [-2.5, -1.0, -2.8], [0.0, 0.1, 3.4], [-0.2, 2.1, 0.2], [0.2, 3.0, 1.6], [-1.0, -0.6, -1.8], [0.3, -2.1, 0.4], [0.5, 1.5, 1.2], [0.2, -0.8, 0.0], [0.2, -1.7, -1.0], [-0.2, -0.5, 0.1], [0.4, -2.2, -1.2], [0.4, -0.5, 0.1], [0.5, 2.0, -2.1], [0.8, -0.9, 2.4]], "nbo_charge": [-0.789, 0.371, 0.177, -0.586, 0.298, -0.497, 0.126, -0.858, -0.245, 0.520, -0.358, -0.364, 0.239, 0.232, 0.283, 0.185, 0.227, 0.371, 0.402, 0.266], "homo_lumo_gap_ev": 8.9, "lumo_energy_ha": -0.010, "smiles": "CSC1=NC=N[C@H](N)[C@@H]1[N+](=O)[O-]"}

***

No. 4
{"formula": "C5H8N6", "method": "ωB97M-V/def2-TZVPD", "species": ["C", "N", "C", "N", "C", "N", "C", "N", "C", "N", "N", "H", "H", "H", "H", "H", "H", "H", "H"], "positions_angstrom": [[-2.24465, -1.74064, 0.25514], [-1.51302, -0.65641, 0.42465], [-1.88143, 0.64172, 0.09876], [-1.02098, 1.58002, -0.02381], [0.32178, 1.47585, -0.37552], [0.83403, 0.33168, -0.22604], [2.06190, 0.00861, -0.01232], [3.10919, 0.81414, 0.56144], [4.22470, 0.22092, 0.26163], [3.88736, -0.99100, -0.33222], [2.66382, -1.15095, -0.39592], [-3.12816, -1.79511, -0.35685], [-1.96989, -2.67756, 0.70914], [-0.72804, -0.97462, 0.88688], [-2.96630, 0.87579, 0.13684], [-1.22570, 2.52581, 0.03303], [0.79920, 2.34983, -0.78679], [5.23753, 0.54411, 0.65242], [4.51891, -1.73626, -0.61994]], "atomic_forces_ev_per_a": [[-0.6, 0.4, -0.5], [-3.4, -1.3, -1.3], [-2.6, -2.3, 1.4], [4.1, 0.6, -1.6], [-1.1, 0.3, 0.8], [-0.4, -1.8, 0.3], [5.2, 0.9, 1.0], [-0.8, 0.9, -1.1], [-0.4, 1.1, 1.9], [2.8, -0.1, 0.3], [-3.9, -1.8, -1.8], [-0.3, 0.6, -0.1], [0.6, 0.0, 0.2], [2.9, 0.8, 1.3], [0.9, -0.2, -0.1], [-1.7, 2.2, 0.0], [0.2, 0.5, 0.3], [-1.3, -0.6, -1.0], [-0.1, 0.0, 0.0]], "nbo_charge": [0.104, -0.448, 0.275, -0.455, 0.323, -0.428, 0.457, -0.419, 0.222, -0.225, -0.097, 0.239, 0.246, 0.463, 0.276, 0.462, 0.252, 0.290, 0.462], "homo_lumo_gap_ev": [5.7, 7.5], "total_charge": 2, "lumo_energy_ha": [-0.395, -0.359], "smiles": "C=[NH+]/C=[NH+]\\C=N\\c1nc[nH]n1"}

***

No. 5
{"formula": "C5H8NO", "method": "ωB97M-V/def2-TZVPD", "species": ["C", "C", "C", "C", "C", "N", "O", "H", "H", "H", "H", "H", "H", "H", "H"], "positions_angstrom": [[2.31692, 0.32924, -1.27667], [-0.92085, 0.67004, 0.50919], [-1.12410, -0.10946, -0.72243], [-0.46164, -0.78851, 0.46192], [0.95349, -1.27412, 0.27027], [1.71830, -0.31438, -0.47846], [0.03167, 1.80291, 0.35367], [-0.40857, 2.56656, -0.05747], [-1.54139, 1.12301, 1.26322], [-2.19522, -0.36375, -0.95353], [-0.52525, -0.02928, -1.50542], [-1.17276, -1.29245, 1.01611], [1.63101, -1.34235, 1.08069], [0.76653, -2.30831, -0.16092], [0.93186, 1.33083, 0.19983]], "atomic_forces_ev_per_a": [[-0.6, -0.6, 1.1], [0.9, 0.6, -0.1], [-5.0, -1.5, 3.2], [0.4, 2.9, -0.8], [-0.6, -1.0, -0.4], [0.2, 0.5, -2.3], [1.4, -1.9, 1.1], [1.0, 0.0, -0.6], [-1.1, -1.0, -0.2], [1.3, 0.1, 0.1], [2.5, 1.1, -3.4], [-0.6, -1.7, 1.4], [-0.3, -0.7, 1.8], [1.2, 1.3, -0.2], [-0.6, 1.9, -0.9]], "nbo_charge": [0.397, 0.055, -0.427, -0.225, -0.249, -0.614, -0.665, 0.583, 0.251, 0.262, 0.243, 0.266, 0.256, 0.272, 0.595], "homo_lumo_gap_ev": 11.9, "total_charge": 1, "lumo_energy_ha": -0.142}

***

No. 6
{"formula": "C5H8NO", "method": "ωB97M-V/def2-TZVPD", "species": ["N", "C", "C", "C", "C", "C", "O", "H", "H", "H", "H", "H", "H", "H", "H"], "positions_angstrom": [[-0.70201, -2.37540, -0.56879], [-0.65948, -1.00232, -0.10015], [-0.66990, 0.02107, -0.94521], [-0.40250, 1.26256, -0.22150], [0.67017, 1.14250, 0.55023], [1.34083, 2.23596, 1.31490], [2.44058, 2.02641, 1.76712], [-1.51216, -2.69184, -1.13651], [-0.72377, -2.96582, 0.23729], [0.21986, -2.56783, -1.09173], [-0.70744, -0.98991, 0.97145], [-0.53952, 0.21172, -2.03362], [-0.95035, 2.17944, -0.58044], [1.22998, 0.19936, 0.42597], [0.96571, 3.31411, 1.41101]], "atomic_forces_ev_per_a": [[1.6, -1.3, -1.9], [-1.4, -0.2, -1.4], [0.6, 1.1, 0.3], [-0.5, 1.0, -1.2], [0.6, 1.1, 0.3], [1.0, 1.0, 0.1], [-0.3, -0.2, 0.1], [0.5, 0.6, 0.0], [0.2, -0.8, 0.7], [-1.8, -0.1, 0.7], [0.0, 0.6, 0.1], [-0.8, -1.3, 0.6], [0.7, -0.8, 1.1], [-0.1, 0.9, 0.8], [-0.4, -1.4, -0.3]], "nbo_charge": [-0.694, -0.114, -0.166, -0.194, -0.246, 0.362, -0.466, 0.458, 0.445, 0.460, 0.248, 0.273, 0.259, 0.219, 0.154], "homo_lumo_gap_ev": 9.0, "total_charge": 1, "lumo_energy_ha": -0.151, "smiles": "[NH3+]/C=C/C=C/C=O"}

***

No. 7
{"formula": "C5H8NO", "method": "ωB97M-V/def2-TZVPD", "species": ["C", "C", "C", "C", "C", "N", "O", "H", "H", "H", "H", "H", "H", "H", "H"], "positions_angstrom": [[1.07490, 1.42479, -0.49950], [2.18404, 0.99093, 0.48126], [1.02159, -0.06325, -0.62540], [-1.03447, -0.71682, 0.51967], [-0.02771, -1.08560, -0.58408], [2.33204, -0.24116, -0.13583], [2.91013, -1.24717, -0.07613], [0.22772, 1.84119, 0.05025], [1.40066, 1.83076, -1.40408], [2.33384, 1.26074, 1.46324], [-0.52223, -0.87906, 1.40777], [-1.78703, -1.48689, 0.55967], [-1.20756, 0.34336, 0.32160], [-0.61439, -1.03366, -1.56090], [0.38078, -2.09681, -0.52642]], "atomic_forces_ev_per_a": [[-0.4, -0.7, 1.7], [-2.0, -1.6, -3.7], [0.6, 0.7, 1.3], [0.9, -0.1, -1.3], [-0.5, -0.2, -1.8], [-2.4, 1.5, -0.7], [2.9, -2.6, 0.8], [0.0, 0.5, -0.7], [0.3, 1.5, -1.1], [0.8, 0.3, 2.1], [0.9, 0.3, 2.0], [-1.0, 0.5, -0.5], [-1.3, -0.4, 0.6], [0.9, 0.1, 0.9], [0.2, 0.2, 0.2]], "nbo_charge": [-0.456, 0.144, 0.473, -0.570, -0.516, 0.161, -0.279, 0.253, 0.262, 0.257, 0.216, 0.266, 0.214, 0.296, 0.277], "homo_lumo_gap_ev": 8.8, "total_charge": 1, "lumo_energy_ha": -0.233}

***

No. 8
{"formula": "C5H8NP", "method": "ωB97M-V/def2-TZVPD", "species": ["C", "C", "P", "C", "C", "C", "N", "H", "H", "H", "H", "H", "H", "H", "H"], "positions_angstrom": [[-0.74860, -1.83000, 0.81365], [-0.16970, -0.60362, 0.21806], [1.68625, -0.72340, 0.10883], [2.08847, 0.79274, -0.68785], [1.00839, 1.84938, -1.06852], [3.44479, 0.97208, -0.86581], [4.52796, 0.99896, -1.25312], [-0.10677, -2.65021, 0.30030], [-0.46040, -2.10112, 1.84318], [-1.81003, -2.11234, 0.56459], [-0.41922, 0.28762, 0.88918], [-0.58639, -0.34212, -0.77717], [1.56615, 2.74549, -0.63726], [0.84406, 1.99210, -2.17651], [0.21642, 1.60248, -0.43639]], "atomic_forces_ev_per_a": [[0.9, -4.0, -1.2], [-0.4, 2.7, 0.7], [0.3, 2.2, -1.0], [-3.3, -2.5, 1.3], [4.2, 0.9, -0.1], [1.1, 0.1, -1.3], [0.6, 0.3, 0.3], [-1.4, 0.6, 0.5], [-0.5, 0.9, -0.1], [1.0, 0.7, 0.5], [0.3, -0.9, -0.9], [0.2, -0.4, 0.5], [-1.3, -0.4, -0.8], [0.0, -0.3, 1.4], [-1.7, 0.2, 0.2]], "nbo_charge": [-0.630, -0.757, 0.745, -0.461, -0.632, 0.206, -0.285, 0.198, 0.226, 0.231, 0.222, 0.241, 0.231, 0.243, 0.223], "homo_lumo_gap_ev": 8.4, "lumo_energy_ha": -0.029, "smiles": "CC/P=C(\\C)C#N"}

***

No. 9
{"formula": "C5H8O", "method": "ωB97M-V/def2-TZVPD", "species": ["C", "C", "C", "C", "C", "O", "H", "H", "H", "H", "H", "H", "H", "H"], "positions_angstrom": [[-1.38470, -0.81503, -0.39921], [-0.44473, 0.37407, -0.50997], [-0.26318, 1.17751, 0.67218], [1.05267, 0.07685, -0.59715], [1.67060, -0.43001, 0.53950], [1.24152, -0.21975, 1.69760], [-1.10610, -1.42043, 0.46937], [-2.42349, -0.48716, -0.27486], [-1.31855, -1.44327, -1.29212], [-0.65881, 1.00519, -1.38041], [-0.68205, 0.91409, 1.63555], [0.20473, 2.15196, 0.58257], [1.56217, 0.19932, -1.54878], [2.54993, -1.08334, 0.40574]], "atomic_forces_ev_per_a": [[0.0, -0.1, 0.0], [-0.1, 0.1, 0.2], [-0.1, 0.0, 0.0], [0.2, -0.1, 0.0], [0.0, 0.1, 0.0], [0.0, 0.0, -0.2], [0.0, 0.1, -0.1], [0.2, 0.0, 0.0], [0.0, 0.1, 0.1], [0.1, -0.1, 0.1], [0.1, 0.0, -0.1], [0.0, -0.1, 0.0], [-0.1, 0.0, 0.2], [-0.1, 0.1, 0.0]], "nbo_charge": [-0.604, -0.339, -0.047, -0.400, 0.292, -0.620, 0.223, 0.208, 0.219, 0.255, 0.220, 0.209, 0.224, 0.160], "homo_lumo_gap_ev": [7.8, 7.8], "lumo_energy_ha": [-0.006, -0.006]}

***

No. 10
{"formula": "C5H8O", "method": "ωB97M-V/def2-TZVPD", "species": ["O", "C", "C", "C", "C", "C", "H", "H", "H", "H", "H", "H", "H", "H"], "positions_angstrom": [[-1.90125, 1.22105, 0.40808], [-0.98386, 0.70267, -0.53973], [-0.03739, -0.20878, 0.21315], [0.69509, -1.48257, -0.45811], [1.48248, -0.27898, -0.58501], [1.38814, 0.27863, 0.75014], [-2.45728, 1.87100, -0.03730], [-0.41635, 1.49822, -1.03682], [-1.49959, 0.11942, -1.31865], [-0.53959, -0.63043, 1.08371], [1.59372, -0.29982, 1.66132], [0.83109, -2.21580, 0.35006], [0.27751, -1.92205, -1.36541], [1.56725, 1.34744, 0.87455]], "atomic_forces_ev_per_a": [[-0.2, 0.2, 0.0], [0.3, -0.1, -0.3], [-0.4, 0.1, 0.1], [0.0, -0.2, -0.1], [0.0, -0.1, 0.1], [0.1, 0.2, 0.1], [0.0, -0.1, 0.1], [-0.1, -0.1, 0.1], [0.1, 0.1, 0.1], [0.1, 0.0, -0.1], [0.0, 0.0, -0.2], [0.0, 0.1, -0.1], [0.1, 0.1, 0.2], [0.0, -0.2, 0.0]], "nbo_charge": [-0.724, -0.060, -0.242, -0.411, -0.065, -0.425, 0.473, 0.186, 0.168, 0.287, 0.194, 0.190, 0.213, 0.216], "homo_lumo_gap_ev": 8.8, "lumo_energy_ha": 0.032}

***

No. 11
{"formula": "C5H8O", "method": "ωB97M-V/def2-TZVPD", "species": ["C", "C", "C", "C", "C", "O", "H", "H", "H", "H", "H", "H", "H", "H"], "positions_angstrom": [[-1.41882, 0.42906, -0.71062], [-1.06431, 1.64068, -0.03900], [-0.82480, 0.27031, 0.74225], [0.47618, -0.12930, 0.72824], [1.76574, -0.31444, 0.12984], [1.26492, -1.02222, 1.32289], [-0.70706, 0.13491, -1.49173], [-0.47728, -2.64009, -0.70952], [-1.82315, 2.16552, 0.54384], [-0.19196, 2.26840, -0.26299], [-1.45231, 0.00370, 1.58829], [-0.01656, -2.76566, -0.13943], [1.87153, -0.95433, -0.74427], [2.57382, 0.38453, 0.33381]], "atomic_forces_ev_per_a": [[0.1, 0.1, -0.2], [0.0, 0.1, 0.0], [0.2, -0.1, 0.4], [-0.1, -0.1, -0.1], [0.2, 0.1, -0.2], [-0.2, 0.1, 0.1], [-0.1, 0.0, 0.1], [0.0, 0.0, 0.0], [0.1, -0.1, -0.1], [-0.1, -0.2, 0.0], [0.1, 0.1, -0.2], [0.0, 0.0, -0.1], [0.0, 0.1, 0.1], [-0.1, -0.1, 0.0]], "nbo_charge": [-0.370, -0.366, -0.321, 0.395, -0.140, -0.424, 0.160, 0.011, 0.219, 0.191, 0.248, -0.014, 0.208, 0.205], "homo_lumo_gap_ev": [8.0, 8.0], "lumo_energy_ha": [0.022, 0.022]}

***

No. 12
{"formula": "C5H8O", "method": "ωB97M-V/def2-TZVPD", "species": ["C", "C", "C", "C", "C", "O", "H", "H", "H", "H", "H", "H", "H", "H"], "positions_angstrom": [[-1.69192, -1.46092, -0.88109], [-1.96186, -0.20079, -0.56188], [0.68577, 1.45816, 0.61403], [1.04566, 0.35761, 1.26069], [1.93262, 0.08261, 0.07817], [1.36948, 1.27239, -0.56902], [-1.37832, -1.74121, -1.88363], [-1.77301, -2.26402, -0.15231], [-2.27152, 0.08143, 0.44142], [-1.87182, 0.60551, -1.28578], [0.84500, -0.04426, 2.23727], [0.27930, 2.39062, 0.93864], [2.99034, 0.29306, 0.26584], [1.80028, -0.83020, -0.50236]], "atomic_forces_ev_per_a": [[-0.1, 0.1, 0.0], [0.0, -0.2, 0.0], [0.4, 0.1, 0.6], [0.0, 0.0, 0.0], [0.2, -0.4, -0.1], [0.0, 0.1, 0.1], [0.0, 0.1, 0.1], [0.0, 0.1, -0.1], [0.0, -0.1, -0.1], [0.0, -0.1, 0.1], [0.2, -0.1, 0.0], [-0.7, 0.5, -0.4], [-0.1, -0.2, 0.0], [-0.1, 0.1, -0.1]], "nbo_charge": [-0.399, -0.377, 0.134, -0.353, -0.079, -0.500, 0.193, 0.191, 0.192, 0.196, 0.222, 0.192, 0.197, 0.191], "homo_lumo_gap_ev": 10.0, "lumo_energy_ha": 0.042}

***

Strongest force on any atom across the listed records, respectively: 5.3 5.7 3.9 5.3 6.1 2.8 4.5 4.4 0.3 0.5 0.5 0.9 eV/Å.
Relative energy (zero: lowest compared OMol25 entry of this formula, charge and spin) across the listed records, respectively: 284.43 230.62 666.41 247.92 404.94 219.04 498.58 160.59 336.51 440.24 643.93 332.16 kJ/mol.